92
Properties=species:S:1:pos:R:3 method="wB97M-V/def2-TZVPD" gap_ev=5.0 total_energy_ha=-4257.886237 multiplicity=1 charge=+3 e_above_lowest_kj_mol=252.6 e_lumo_ev=-9.8 homo_ev=-14.81
Sn 2.2638 -1.1947 1.0500
Cl -1.1807 -7.1149 2.5784
C -0.8259 -5.6390 1.8617
C -1.7733 -4.6088 1.9290
C -1.5296 -3.4185 1.2939
I -4.1878 -1.4196 -0.7590
C -0.3136 -3.1733 0.4691
O -0.0247 -1.8215 0.6485
C 0.7805 -4.1525 0.7307
N 2.0077 -3.8015 0.3645
C 2.9662 -4.7266 0.3710
C 2.7403 -6.0367 0.7697
C 1.4984 -6.3805 1.2681
C 0.4684 -5.4237 1.2633
H -2.6858 -4.7502 2.4894
H 3.9388 -4.3982 0.0349
H 3.5331 -6.7662 0.7193
H 1.3238 -7.3716 1.6619
C 1.6257 7.5263 1.2612
C 1.4985 6.0448 1.2245
C 2.4141 5.2772 0.5012
C 2.2818 3.9072 0.4376
C 1.2360 3.2808 1.1062
C 0.3398 4.0091 1.8667
C 0.4699 5.3881 1.9035
S 1.2810 1.5024 0.8622
O 0.6165 0.7479 1.9696
C 0.2589 1.3082 -0.6204
C 1.0673 1.0404 -1.7399
C 0.5106 0.8541 -2.9702
C -0.8803 1.0021 -3.1399
C -1.4675 0.9061 -4.4170
C -2.8093 1.1086 -4.5882
C -3.6188 1.4197 -3.4856
C -3.0856 1.4840 -2.2241
C -1.7065 1.2705 -2.0101
C -1.1137 1.3590 -0.7133
C -1.9614 1.4426 0.5045
C -2.4841 2.6515 1.0246
C -2.2956 3.8972 0.3792
C -2.8873 5.0321 0.8724
C -3.6561 4.9815 2.0456
C -3.8351 3.7949 2.7094
C -3.2731 2.6012 2.2124
C -3.5005 1.3659 2.8539
C -3.0341 0.1993 2.3184
C -2.2849 0.2518 1.1342
S -1.9461 -1.1813 0.1648
O -2.3355 -2.3814 1.2921
C -0.6861 -3.4090 -1.0302
C 0.1547 -2.8346 -1.9720
C -0.1741 -2.8695 -3.3116
C -1.3369 -3.5019 -3.7467
C -1.7111 -3.5199 -5.1861
C -2.1536 -4.1081 -2.7917
C -1.8386 -4.0707 -1.4450
H 2.6527 7.8348 1.0825
H 1.2833 7.9329 2.2093
H 1.0109 7.9706 0.4764
H 3.2365 5.7603 -0.0026
H 2.9943 3.3124 -0.1184
H -0.4309 3.5114 2.4326
H -0.2373 5.9672 2.4775
H 2.1473 1.0006 -1.5999
H 1.1241 0.6180 -3.8249
H -0.8303 0.7026 -5.2621
H -3.2493 1.0516 -5.5712
H -4.6688 1.6185 -3.6378
H -3.7180 1.7402 -1.3871
H -1.6920 3.9379 -0.5163
H -2.7726 5.9695 0.3489
H -4.1119 5.8819 2.4237
H -4.4258 3.7526 3.6111
H -4.0851 1.3456 3.7595
H -3.2278 -0.7487 2.7935
H 1.0694 -2.3430 -1.6385
H 0.4861 -2.3999 -4.0230
H -0.9706 -3.0140 -5.7993
H -2.6759 -3.0312 -5.3198
H -1.8140 -4.5440 -5.5428
H -3.0646 -4.5986 -3.1012
H -2.4992 -4.5404 -0.7306
C 6.7855 -1.2215 1.2224
S 5.7358 -1.9738 2.4928
C 5.9587 -0.7156 3.7778
O 4.3153 -1.6756 1.9337
H 6.4199 -0.2229 1.0054
H 6.7431 -1.8399 0.3306
H 7.8112 -1.1818 1.5770
H 5.7324 0.2758 3.3923
H 6.9887 -0.7614 4.1201
H 5.3046 -0.9535 4.6133